Computed, not measured: C26H35O2Sm as an isolated structure in a non-equilibrium geometry, with ωB97M-V/def2-TZVPD.

Spin multiplicity   6
Energy relative to the best compared isomer or geometry (same formula, charge and spin)   0.000 eV
E_tot   -49526.3223 eV
HOMO-LUMO gap (spin up / spin down)   6.12 / 6.09 eV

Geometry (Å):
O -3.900 4.823 -1.191
C -4.398 5.331 -2.492
C -5.035 6.570 -1.893
H -5.085 4.573 -2.876
H -3.603 5.575 -3.214
C -4.536 5.972 -0.545
H -6.106 6.625 -2.068
H -4.540 7.495 -2.197
C -5.686 5.579 0.368
H -6.329 4.809 -0.076
H -6.324 6.445 0.584
H -5.315 5.218 1.332
C -3.504 6.847 0.142
H -2.608 6.919 -0.491
H -3.257 6.413 1.121
H -3.907 7.857 0.314
Sm -0.625 0.592 -0.111
C 1.983 0.369 0.392
C 1.930 -0.101 -0.948
C 1.573 0.981 -1.799
H 2.158 -1.111 -1.267
C 1.493 2.154 -0.978
C 1.686 1.769 0.379
H 1.642 2.448 1.236
H 2.226 -0.228 1.270
H 1.455 0.948 -2.883
H 1.430 3.191 -1.313
C -0.655 -0.989 1.931
C -0.344 0.318 2.423
C -1.495 1.156 2.232
H 0.583 0.639 2.899
C -2.520 0.349 1.634
C -2.004 -0.972 1.463
H -2.571 -1.825 1.109
H 0.009 -1.848 1.951
H -1.604 2.189 2.577
H -3.537 0.678 1.434
O -2.242 1.710 -1.485
C -1.745 3.033 -1.060
C -1.091 3.642 -2.299
H -1.095 2.990 -0.147
H -2.645 3.604 -0.794
C -1.965 3.103 -3.423
H -0.076 3.235 -2.428
H -0.990 4.726 -2.219
C -2.365 1.706 -2.961
H -1.401 3.030 -4.355
H -2.820 3.774 -3.570
H -1.658 0.953 -3.349
H -3.393 1.406 -3.199
C -1.066 -1.575 -1.681
C -0.148 -2.669 -1.538
C -0.265 -3.604 -0.477
C 0.701 -4.587 -0.278
C 1.816 -4.685 -1.133
C 1.934 -3.792 -2.214
C 0.961 -2.819 -2.416
H -2.087 -1.729 -1.325
H -0.983 -1.014 -2.609
H -1.122 -3.508 0.189
H 0.593 -5.288 0.556
H 2.585 -5.447 -0.960
H 2.800 -3.861 -2.882
H 1.063 -2.101 -3.229

Atomic forces in eV per Å
-1.06 1.56 -0.96
0.43 -0.66 -0.05
0.41 -0.57 0.07
0.05 0.22 -0.32
-0.13 -0.41 0.32
-0.77 0.97 0.14
-0.04 0.14 0.32
-0.15 -0.08 0.15
-0.01 -0.11 0.31
0.24 0.11 -0.03
0.22 -0.04 -0.12
-0.02 -0.14 -0.11
-0.05 -0.07 0.21
-0.21 0.03 0.28
0.22 0.14 -0.25
0.09 -0.32 -0.06
1.11 -1.25 -2.18
0.10 0.32 -0.48
-0.13 0.36 0.43
0.25 0.61 0.70
-0.24 0.15 0.10
0.17 -0.42 0.14
0.29 -0.08 -0.35
0.19 -0.33 -0.33
-0.09 0.18 -0.35
0.12 -0.03 0.35
-0.15 -0.50 0.17
-0.54 0.62 0.64
-0.96 -0.03 0.39
0.07 -0.87 0.48
-0.30 -0.19 -0.28
0.38 -0.29 0.75
0.06 0.59 0.76
0.21 0.19 -0.11
-0.14 0.19 -0.14
0.09 -0.41 -0.26
0.27 -0.11 -0.11
0.57 0.58 -0.52
-0.80 0.42 -0.12
0.66 -0.76 0.40
-0.22 -0.28 -0.66
0.75 -0.32 0.11
-0.25 0.48 -0.29
-0.48 0.20 0.07
-0.31 -0.05 -0.14
0.31 -0.26 0.55
-0.17 0.12 0.00
0.15 -0.52 -0.08
-0.39 0.22 0.23
0.30 0.14 0.05
-0.16 1.42 0.77
0.50 -0.51 0.03
0.36 0.06 -0.39
0.23 0.06 -0.28
-0.09 0.05 0.02
-0.19 -0.25 0.45
-0.12 -0.13 0.34
0.04 -0.14 -0.30
-0.20 -0.24 -0.28
0.18 -0.15 -0.05
0.06 0.23 -0.29
-0.37 0.31 -0.07
-0.37 0.04 0.22
-0.01 -0.17 0.03